Entry 1:
49
Properties=species:S:1:pos:R:3:forces:R:3 method="wB97M-V/def2-TZVPD" total_charge=-2 gap_ev=5.27 de_lowest_ev=0.000 e_tot_ev=-149080.7308
Rh -0.2093 -0.3580 1.0459 0.253 0.337 -0.040
S -2.3376 -1.9202 5.1011 0.011 -0.039 -0.009
As -0.6604 -2.0556 3.8502 0.102 -0.053 0.032
S 0.1803 -0.0432 3.3111 -0.013 -0.013 0.055
S -1.1950 -2.3730 1.6968 -0.100 -0.143 0.004
S 0.8910 -3.3672 4.4720 -0.045 0.063 -0.015
C -3.5211 -0.0736 -3.8065 -0.039 0.020 -0.017
C -3.6850 0.1863 -2.4557 0.002 -0.008 -0.006
C -2.6641 -0.0891 -1.5543 0.015 -0.062 -0.089
C -1.4741 -0.6254 -2.0207 0.071 -0.006 0.074
C -1.2997 -0.9000 -3.3801 -0.078 0.088 0.056
C -2.3252 -0.6193 -4.2645 0.003 -0.004 -0.002
N -0.4304 -0.8869 -1.0610 0.042 -0.076 -0.156
N 0.5459 -1.5011 -1.5529 -0.023 0.027 0.117
C 1.5568 -1.7873 -0.6463 -0.130 0.012 -0.024
C 2.6385 -2.5371 -1.1235 0.020 0.035 0.091
C 3.6086 -2.9431 -0.2362 -0.015 0.000 -0.020
C 3.4559 -2.6245 1.1169 0.005 0.002 0.045
C 2.3892 -1.8756 1.5805 -0.018 0.050 -0.017
C 1.4139 -1.3947 0.6972 0.061 -0.150 -0.066
H -4.3195 0.1440 -4.5068 0.001 -0.002 0.006
H -4.6077 0.6046 -2.0741 -0.011 0.001 -0.013
H -2.7911 0.1077 -0.4966 0.006 -0.003 0.027
H -0.3702 -1.3271 -3.7238 0.025 -0.007 0.001
H -2.1927 -0.8287 -5.3198 -0.001 0.002 0.000
H 2.6723 -2.7959 -2.1746 -0.011 0.001 -0.013
H 4.4554 -3.5299 -0.5709 -0.004 -0.007 0.000
H 4.1756 -2.9965 1.8377 0.002 0.003 -0.001
H 2.2803 -1.7032 2.6430 -0.003 -0.007 0.006
C 1.3668 1.7851 -2.0214 -0.045 -0.026 -0.098
O 1.8711 1.7148 -0.6964 0.016 -0.060 0.125
P 0.8730 1.6555 0.5839 -0.067 0.060 0.137
O 0.0357 2.9842 0.2651 0.049 -0.140 -0.154
C -1.1597 3.3312 0.9844 0.082 0.032 0.115
O 1.8668 2.2536 1.6908 -0.146 0.041 -0.106
C 2.9312 1.4939 2.2600 0.037 -0.085 0.008
H 2.2124 2.0288 -2.6641 -0.008 -0.011 -0.005
H 0.6136 2.5702 -2.1036 -0.006 -0.020 -0.020
H 0.9398 0.8334 -2.3409 0.029 0.067 0.005
H -1.1530 4.4166 1.0753 -0.009 -0.003 0.039
H -1.1888 2.8690 1.9701 -0.011 0.036 -0.042
H -2.0286 3.0090 0.4159 -0.005 0.033 -0.022
H 2.9513 1.7064 3.3269 0.021 -0.003 -0.019
H 3.8653 1.8020 1.7854 0.021 -0.011 0.014
H 2.7808 0.4256 2.1255 0.007 0.055 0.024
O -3.0829 1.9464 2.7970 0.026 0.119 0.066
N -3.2463 1.3173 1.7568 -0.135 -0.217 0.216
O -4.3311 1.3256 1.1482 -0.011 0.075 -0.121
O -2.2984 0.6453 1.2569 0.026 -0.003 -0.192

***

Entry 2:
44
Properties=species:S:1:pos:R:3:forces:R:3 method="wB97M-V/def2-TZVPD" gap_ev="4.59 / 4.59" de_lowest_ev=1.426 e_tot_ev=-35144.0704
Tc 0.1205 -0.1246 1.2352 -4.483 2.947 -2.707
F -1.6959 0.7612 3.6447 -0.598 0.474 -0.300
B -0.7794 -0.0665 3.1201 0.158 0.138 -0.137
F -0.3549 -0.8726 4.1231 0.551 -0.705 0.430
O 1.5138 -1.0053 1.9359 4.069 -2.596 1.909
N 2.5593 -1.6329 2.3713 1.194 -0.794 0.781
C 2.6033 -3.0089 2.3499 -0.704 1.547 -0.301
C 3.6835 -3.6697 2.8491 1.179 0.016 0.522
C 4.7681 -2.9652 3.3904 -0.843 0.557 -0.404
C 4.7108 -1.5630 3.3774 0.640 -1.142 0.251
C 3.6244 -0.9191 2.8709 -1.549 -0.171 -0.716
H 1.7407 -3.4930 1.9194 -0.131 0.161 0.005
H 3.6948 -4.7491 2.8175 -0.066 -0.019 0.003
H 5.6182 -3.4831 3.8005 0.101 -0.052 0.021
H 5.5313 -0.9787 3.7666 -0.027 0.060 0.010
H 3.5106 0.1524 2.8232 -0.148 0.035 -0.016
N -0.1663 -0.3375 -3.9438 0.182 0.033 -0.106
C 1.1763 -0.4161 -4.0546 -0.428 -0.049 0.218
N 1.7177 -0.5142 -5.2893 -0.080 0.014 -0.177
N 1.9912 -0.4516 -3.0448 0.965 -0.074 -1.343
C 1.6590 -0.3711 -1.8070 -0.300 0.067 1.095
N 1.4986 -0.2974 -0.6643 -0.277 -0.089 0.098
H -0.7625 -0.2636 -4.7482 0.002 -0.016 0.058
H -0.5840 -0.2740 -3.0300 -0.029 0.073 0.055
H 1.1900 -0.2877 -6.1116 -0.052 -0.010 0.021
H 2.7197 -0.4663 -5.3496 -0.031 0.022 0.075
C -1.0361 3.5213 0.3092 -0.068 -0.067 -0.026
C -2.2053 2.7600 -0.2340 0.257 -0.512 0.234
C -3.2935 3.4053 -0.7863 -0.217 0.070 -0.143
C -4.3848 2.6975 -1.2674 0.123 -0.053 0.035
C -4.3792 1.3129 -1.1950 -0.190 0.161 -0.142
C -3.3140 0.6214 -0.6504 0.497 0.001 0.308
C -3.3330 -0.8755 -0.5441 -0.001 0.132 0.007
C -2.2021 1.3430 -0.1405 -1.730 1.076 -1.110
N -1.1802 0.7086 0.4325 1.896 -1.215 1.434
H -1.1932 4.5899 0.1864 0.030 0.118 0.026
H -0.1204 3.2297 -0.2065 0.076 0.011 0.070
H -0.8975 3.2849 1.3654 0.089 0.027 -0.010
H -3.2952 4.4854 -0.8347 0.028 0.119 0.001
H -5.2315 3.2210 -1.6889 -0.049 0.015 -0.021
H -5.2330 0.7604 -1.5627 -0.080 -0.099 -0.034
H -4.2566 -1.2736 -0.9581 -0.082 -0.054 -0.023
H -3.2440 -1.1778 0.5004 0.074 -0.079 -0.035
H -2.4891 -1.3167 -1.0772 0.051 -0.077 0.082

***

Entry 3:
44
Properties=species:S:1:pos:R:3:forces:R:3 method="wB97M-V/def2-TZVPD" gap_ev=5.64 de_lowest_ev=0.000 e_tot_ev=-35145.4968
Tc 0.1901 0.8847 0.2171 -0.011 0.190 0.027
F 3.2149 0.1835 0.0942 -0.003 0.006 -0.101
B 2.2451 1.1180 -0.0189 -0.059 -0.089 0.035
F 2.8058 2.3446 -0.3008 0.144 -0.014 0.031
O 0.1669 2.9352 0.3152 -0.805 0.084 0.119
N 0.8187 4.0517 0.2372 0.405 0.024 -0.081
C 1.0615 4.5853 -0.9729 -0.058 -0.067 0.099
C 1.7637 5.7628 -1.0759 -0.012 0.055 -0.007
C 2.2226 6.3923 0.0704 0.021 -0.008 -0.004
C 1.9559 5.8175 1.3028 0.004 0.057 0.011
C 1.2495 4.6391 1.3672 -0.069 -0.089 -0.084
H 0.6699 4.0083 -1.7959 0.054 -0.018 -0.014
H 1.9475 6.1726 -2.0581 0.016 0.000 0.003
H 2.7848 7.3128 0.0041 -0.008 0.007 0.000
H 2.2933 6.2708 2.2232 0.011 0.001 -0.006
H 0.9935 4.1055 2.2691 0.043 -0.013 0.006
N -2.6432 -1.9387 -0.3935 -0.029 0.020 0.083
C -3.8769 -1.4216 -0.3467 -0.062 -0.033 -0.033
N -4.9236 -2.2220 -0.6485 0.025 -0.011 0.002
N -4.1470 -0.1602 -0.0554 0.074 -0.065 0.066
C -3.0746 0.5514 0.2094 0.027 -0.055 -0.119
N -2.0898 1.1202 0.4180 0.174 0.275 0.023
H -2.4685 -2.9108 -0.5786 -0.014 -0.001 -0.031
H -1.8390 -1.3608 -0.1730 0.005 0.019 -0.039
H -4.8170 -3.2191 -0.6694 -0.004 0.002 -0.010
H -5.8389 -1.8422 -0.4855 -0.001 -0.003 0.011
C 0.3456 -2.2152 2.5943 -0.002 0.020 0.010
C 0.4473 -2.9185 1.2740 0.023 -0.012 -0.060
C 0.5514 -4.3011 1.1883 -0.033 0.013 0.015
C 0.6518 -4.9330 -0.0424 0.001 -0.029 -0.007
C 0.6557 -4.1844 -1.2108 -0.021 -0.001 -0.009
C 0.5558 -2.7991 -1.1716 0.048 -0.009 0.067
C 0.5836 -1.9732 -2.4228 -0.011 0.025 -0.028
C 0.4497 -2.1750 0.0825 0.101 -0.098 0.021
N 0.3132 -0.8018 0.1462 0.028 -0.161 0.005
H 0.3730 -2.9306 3.4158 0.003 -0.001 0.001
H -0.5750 -1.6319 2.6607 -0.002 -0.007 0.000
H 1.1604 -1.4988 2.7101 -0.001 -0.001 -0.003
H 0.5583 -4.8864 2.1004 0.001 -0.002 -0.002
H 0.7394 -6.0112 -0.0911 -0.005 0.001 -0.001
H 0.7494 -4.6783 -2.1711 0.000 -0.005 0.001
H 0.6841 -2.6099 -3.3015 0.001 -0.002 -0.001
H 1.4118 -1.2635 -2.3950 0.000 -0.004 0.002
H -0.3205 -1.3688 -2.5209 0.001 -0.003 0.002

***

Entry 4:
41
Properties=species:S:1:pos:R:3:forces:R:3 method="wB97M-V/def2-TZVPD" gap_ev=9.87 de_lowest_ev=0.000 smiles="O=C(CN1C(=O)[C@@H]2[C@@H]3C[C@@H]([C@@H](Br)[C@@H]3Br)[C@@H]2C1=O)N1CCOCC1" e_tot_ev=-167103.3358
O 0.7251 -0.5806 2.5863 0.106 -0.057 -0.389
C 0.9753 -1.6017 1.9544 0.243 0.669 1.090
C -0.2006 -2.2137 1.1755 0.237 -0.543 -0.018
N -0.8027 -1.2915 0.2250 -0.670 1.522 0.549
C -0.0211 -0.6465 -0.7323 0.428 0.232 0.002
O 1.0996 -0.9932 -0.9757 0.772 -0.376 -0.259
C -0.7177 0.5757 -1.3017 -0.251 0.127 1.179
C 0.0393 1.9078 -1.0038 1.099 -1.531 -0.493
C -0.2680 2.1405 0.4706 0.280 0.839 0.104
C -1.7914 2.0646 0.2425 0.153 -0.262 0.203
C -2.0044 3.1132 -0.8571 -0.082 0.191 0.113
Br -2.0786 4.8690 0.0063 -0.411 0.059 -0.215
C -0.6893 3.0407 -1.6832 -0.439 0.061 0.124
Br -1.0286 2.7242 -3.5958 0.159 0.393 0.372
C -1.9788 0.6998 -0.4384 0.663 -0.099 -0.193
C -1.8881 -0.4537 0.5224 -2.532 -0.115 2.344
O -2.7231 -0.5799 1.4263 2.105 -0.475 -1.535
N 2.1767 -2.2512 2.1190 -0.780 0.323 -0.143
C 3.0923 -1.8457 3.2115 0.410 0.241 -0.657
C 4.4319 -1.3388 2.6200 -0.952 -1.438 0.410
O 4.9728 -2.3483 1.7729 0.419 0.059 0.076
C 4.1198 -2.7567 0.7082 -0.826 0.075 1.042
C 2.7311 -3.2645 1.2326 1.256 0.460 0.113
H -0.9472 -2.4942 1.9610 0.491 0.234 -0.889
H 0.1371 -3.0675 0.6061 -0.225 -0.436 0.044
H -1.0094 0.4322 -2.3090 0.347 -0.193 -1.157
H 1.0965 1.8343 -1.2397 0.082 0.075 -0.222
H 0.1504 1.4068 1.1659 -0.228 -0.237 -0.236
H 0.1428 3.1285 0.8154 -0.777 -0.739 -0.323
H -2.3836 2.1223 1.1291 -0.614 0.453 0.397
H -2.8925 2.9583 -1.4898 0.255 0.286 0.529
H -0.1448 3.9778 -1.5622 -0.010 -0.192 -0.481
H -2.9221 0.6258 -0.9791 -0.001 0.043 0.013
H 3.1955 -2.7118 3.8761 0.342 0.117 -0.149
H 2.6989 -1.0195 3.7792 -0.655 0.105 0.075
H 4.2336 -0.4273 2.0909 -0.176 0.581 -0.667
H 5.1342 -1.0766 3.4231 0.024 -0.517 -0.296
H 4.6185 -3.5509 0.1876 0.366 -0.510 -0.094
H 3.9971 -1.9494 -0.0078 -0.337 0.368 -0.046
H 2.8474 -4.2052 1.7860 0.152 0.106 -0.073
H 2.1178 -3.4521 0.3699 -0.424 0.101 -0.244